1.
The following is a quantum chemistry calculation of a structure of composition C26H50NOP3Rh, from OMol25.

```
82
Properties=species:S:1:pos:R:3
Rh -0.131 0.012 -0.179
P -1.742 -0.314 1.460
P -0.076 -2.358 -0.547
P -0.454 2.485 -0.336
H -0.481 -0.791 -2.886
C -0.123 0.127 -2.418
C 1.189 0.203 -1.885
H 1.864 -0.651 -1.963
C -3.338 -0.719 0.623
C -1.651 -1.534 2.827
C -2.232 1.151 2.426
C 1.388 -2.996 -1.483
C -0.172 -3.667 0.758
C -1.497 -2.860 -1.612
C 0.551 3.434 -1.572
C -0.557 3.691 1.052
C -2.116 2.676 -1.064
H -0.604 1.024 -2.804
H 1.693 1.170 -1.876
H -4.097 -0.889 1.400
H -3.225 -1.621 0.008
H -3.667 0.113 -0.019
H -2.491 -1.359 3.519
H -0.716 -1.408 3.390
H -1.711 -2.568 2.467
H -3.011 0.859 3.146
H -2.630 1.926 1.764
H -1.373 1.540 2.984
H 1.449 -4.090 -1.369
H 2.316 -2.548 -1.090
H 1.282 -2.764 -2.553
H -1.205 -4.011 0.880
H 0.213 -3.332 1.728
H 0.421 -4.531 0.419
H -1.143 -3.613 -2.334
H -1.891 -2.002 -2.170
H -2.280 -3.308 -0.979
H -0.036 4.320 -1.859
H 0.742 2.823 -2.464
H 1.499 3.773 -1.132
H -0.435 4.706 0.650
H 0.236 3.530 1.788
H -1.526 3.627 1.554
H -2.177 3.708 -1.423
H -2.883 2.494 -0.302
H -2.268 2.003 -1.918
C -4.153 1.089 -3.742
C -5.467 0.568 -3.652
C -6.464 1.113 -4.477
C -6.182 2.222 -5.293
C -4.911 2.808 -5.255
C -3.881 2.248 -4.475
O -3.072 0.494 -3.125
H -3.350 -0.159 -2.453
H -5.684 -0.247 -2.958
H -7.461 0.662 -4.499
H -6.961 2.619 -5.951
H -4.713 3.706 -5.842
H -2.894 2.706 -4.412
C 4.857 -0.937 2.094
N 3.770 -1.744 1.477
C 4.150 -3.186 1.452
C 2.387 -1.565 2.107
C 2.059 -0.109 2.192
C 2.326 0.583 3.391
C 2.466 1.973 3.370
C 2.434 2.634 2.143
C 2.147 1.896 0.972
C 1.592 0.622 1.084
H 4.919 -1.191 3.152
H 4.662 0.127 1.961
H 5.789 -1.205 1.592
H 3.666 -1.405 0.504
H 4.384 -3.481 2.487
H 3.303 -3.785 1.079
H 5.031 -3.304 0.803
H 1.706 -2.112 1.445
H 2.403 -2.076 3.081
H 2.503 0.016 4.310
H 2.657 2.529 4.298
H 2.675 3.701 2.073
H 2.319 2.350 -0.003
```

energy relative to the best compared isomer or geometry (same formula, charge and spin): 0.000 eV
gap between HOMO and LUMO (spin up / spin down): 5.33 / 4.76 eV
spin multiplicity: 5
total charge: +3
E: -62155.86261 eV
HOMO energy (spin up / spin down): -12.726 / -16.425 eV

=====

2.
The following is a quantum chemistry calculation of a structure of composition C26H51BeBrCl3F2LiN3O10S, from OMol25.

```
99
Properties=species:S:1:pos:R:3
C 2.175 1.711 -0.456
C 1.743 3.022 0.214
C 0.362 2.794 0.863
C -0.745 2.785 -0.218
C -2.070 3.427 0.224
C -3.133 2.510 0.877
C -2.633 1.147 1.440
C -2.580 -0.009 0.376
S -3.766 0.225 -0.917
O -5.009 -0.354 -0.479
O -3.423 -0.378 -2.228
O -3.959 1.637 -1.271
C -4.321 2.345 -0.052
H 2.143 0.948 0.319
H 1.461 1.455 -1.244
H 3.194 1.826 -0.827
H 1.709 3.840 -0.502
H 2.434 3.265 1.012
H 0.108 3.597 1.556
H 0.426 1.834 1.376
H -0.351 3.438 -0.998
H -0.858 1.808 -0.683
H -2.499 3.893 -0.663
H -1.813 4.224 0.915
H -3.530 3.064 1.727
H -1.698 1.214 1.982
H -3.369 0.840 2.183
H -2.841 -0.938 0.872
H -1.569 -0.165 0.001
H -5.153 1.883 0.476
H -4.661 3.342 -0.301
C -3.515 -3.393 -1.208
C -4.575 -4.340 -1.748
O -3.830 -5.512 -2.054
C -2.697 -5.506 -1.287
O -1.961 -6.412 -1.177
O -2.551 -4.282 -0.640
H -3.910 -2.714 -0.444
H -3.036 -2.806 -1.990
H -5.349 -4.593 -0.997
H -5.068 -3.952 -2.634
C 2.207 -5.207 4.253
O 2.095 -4.697 2.922
C 1.611 -5.581 2.049
O 1.276 -6.707 2.313
O 1.555 -5.013 0.850
C 1.034 -5.890 -0.159
H 2.604 -4.410 4.869
H 1.232 -5.498 4.639
H 2.896 -6.049 4.283
H 0.022 -6.183 0.090
H 1.668 -6.769 -0.264
H 1.015 -5.357 -1.106
Be -4.835 -0.084 -3.051
F -4.361 1.977 -3.505
Br -0.549 -3.422 -2.102
Li -4.007 -4.746 0.608
F 4.570 2.854 0.090
C 5.878 -0.187 6.550
C 5.844 0.626 5.260
C 4.497 0.560 4.520
O 4.278 -0.634 3.805
C 3.773 -1.718 4.555
N 6.949 0.200 4.402
H 5.959 -1.259 6.364
H 6.742 0.098 7.150
H 4.985 -0.011 7.150
H 6.010 1.671 5.534
H 4.502 1.357 3.758
H 3.650 0.768 5.193
H 3.077 -1.397 5.339
H 4.590 -2.302 4.993
H 3.236 -2.369 3.863
H 6.983 0.807 3.587
H 6.704 -0.707 4.018
C 2.755 -2.702 8.570
Cl 2.621 -4.090 7.487
Cl 4.357 -2.634 9.296
Cl 2.401 -1.230 7.667
H 2.027 -2.802 9.362
C -0.833 3.211 -4.657
C -0.803 2.416 -5.947
N -1.176 3.242 -7.106
C -0.449 3.401 -8.259
C -1.182 4.186 -9.084
N -2.341 4.494 -8.411
C -2.315 3.911 -7.217
C -3.444 5.318 -8.910
H -1.827 3.619 -4.470
H -0.571 2.571 -3.818
H -0.128 4.042 -4.692
H -1.501 1.582 -5.900
H 0.190 2.009 -6.117
H 0.509 2.923 -8.362
H -1.022 4.562 -10.078
H -3.090 3.971 -6.470
H -3.561 6.187 -8.268
H -4.359 4.731 -8.905
H -3.229 5.642 -9.922
```

gap between HOMO and LUMO: 1.35 eV
total charge: +1
E: -177205.43635 eV
HOMO energy: -8.019 eV

=====

3.
The following is a quantum chemistry calculation of a cluster of 3 separate species, C26H51N2OS in total, from OMol25.

```
81
Properties=species:S:1:pos:R:3
C -1.724 1.414 -0.627
C -0.718 1.676 -1.771
S 0.942 1.094 -1.289
C 2.001 1.054 -2.786
C 1.167 0.570 -3.950
C 0.794 1.509 -4.907
C -0.018 1.119 -5.966
C -0.399 -0.177 -6.043
N -0.022 -1.054 -5.114
C 0.747 -0.752 -4.055
C 1.016 -1.913 -3.106
C 2.475 -2.069 -2.614
N 2.703 -1.588 -1.248
C 4.133 -1.619 -0.924
C 4.440 -0.991 0.443
C 1.913 -2.319 -0.279
C 2.396 -3.616 0.389
O 0.829 -1.890 0.057
H -2.658 1.925 -0.883
H -1.951 0.342 -0.666
H -1.340 1.710 0.351
H -0.670 2.732 -2.065
H -1.113 1.142 -2.648
H 2.303 2.091 -2.980
H 2.920 0.493 -2.629
H 1.121 2.536 -4.775
H -0.325 1.872 -6.684
H -1.044 -0.478 -6.862
H -0.346 -2.009 -5.235
H 0.280 -1.869 -2.293
H 0.789 -2.828 -3.675
H 3.129 -1.492 -3.280
H 2.818 -3.118 -2.665
H 4.581 -2.627 -0.972
H 4.656 -1.012 -1.678
H 4.096 0.050 0.440
H 4.024 -1.549 1.287
H 5.528 -0.952 0.574
H 1.726 -4.447 0.152
H 2.302 -3.460 1.471
H 3.446 -3.857 0.204
C 0.027 6.864 2.481
C -0.263 5.666 3.381
C 0.998 5.032 3.966
C 1.968 4.450 2.935
C 1.372 3.385 2.016
C 0.893 2.143 2.761
H 0.621 6.582 1.610
H -0.905 7.298 2.115
H 0.565 7.641 3.028
H -0.843 4.923 2.827
H -0.898 5.997 4.207
H 0.704 4.249 4.672
H 1.532 5.782 4.558
H 2.822 4.021 3.469
H 2.375 5.258 2.321
H 2.136 3.084 1.293
H 0.547 3.804 1.431
H 1.713 1.683 3.316
H 0.508 1.401 2.057
H 0.092 2.376 3.463
C -5.706 -4.072 0.461
C -4.781 -4.482 1.604
C -4.371 -3.312 2.498
C -3.572 -2.212 1.798
C -2.279 -2.676 1.128
C -1.262 -3.251 2.106
H -5.223 -3.365 -0.217
H -5.993 -4.945 -0.127
H -6.619 -3.613 0.845
H -3.897 -4.982 1.198
H -5.296 -5.223 2.220
H -3.795 -3.700 3.342
H -5.270 -2.864 2.932
H -3.331 -1.438 2.534
H -4.202 -1.724 1.048
H -1.825 -1.820 0.620
H -2.497 -3.414 0.349
H -0.995 -2.514 2.867
H -0.352 -3.533 1.579
H -1.642 -4.142 2.610
```

gap between HOMO and LUMO: 7.07 eV
total charge: +1
E: -43646.30784 eV
HOMO energy: -11.151 eV

=====

4.
The following is a quantum chemistry calculation of a cluster of 8 separate species, C26H52O17S3 in total, from OMol25.

```
98
Properties=species:S:1:pos:R:3
O 35.944 10.258 -7.018
S 34.859 11.114 -6.621
O 34.959 12.553 -6.973
O 33.385 10.499 -7.094
C 32.565 10.124 -5.985
C 33.432 10.009 -4.695
O 34.542 10.895 -5.018
H 31.752 10.810 -5.748
H 32.012 9.194 -6.119
H 33.772 8.991 -4.502
H 32.891 10.302 -3.795
O 22.334 8.511 -6.023
S 21.727 7.654 -7.016
O 21.669 7.977 -8.451
O 22.300 6.122 -6.711
C 21.251 5.125 -6.741
C 20.019 5.874 -6.265
O 20.233 7.252 -6.495
H 21.087 4.916 -7.798
H 21.581 4.203 -6.262
H 19.838 5.813 -5.192
H 19.114 5.558 -6.785
O 29.089 8.692 0.893
S 28.469 8.375 -0.383
O 29.127 7.434 -1.261
O 26.918 7.823 -0.160
C 26.033 8.373 -1.143
C 26.745 9.541 -1.832
O 27.960 9.743 -1.146
H 25.674 7.683 -1.908
H 25.180 8.632 -0.516
H 26.201 10.486 -1.817
H 27.065 9.217 -2.822
C 24.888 13.679 -9.662
C 24.497 14.378 -8.351
C 25.853 14.480 -7.647
O 26.827 13.796 -8.436
C 26.158 12.851 -9.196
H 25.131 14.373 -10.466
H 24.071 13.032 -9.984
H 23.787 13.746 -7.819
H 23.987 15.338 -8.429
H 25.766 13.839 -6.769
H 26.164 15.464 -7.297
H 25.826 11.957 -8.668
H 26.762 12.438 -10.005
C 35.495 7.187 5.637
C 36.728 7.033 6.307
C 37.496 6.140 5.311
O 36.949 6.598 4.090
C 35.817 7.424 4.201
H 34.906 7.989 6.084
H 34.969 6.239 5.749
H 36.715 6.611 7.312
H 37.325 7.945 6.307
H 37.165 5.111 5.448
H 38.571 6.308 5.381
H 34.974 7.144 3.569
H 36.080 8.462 3.998
C 31.570 1.437 3.258
C 30.279 1.247 3.971
C 29.182 1.575 2.958
O 29.845 1.743 1.731
C 31.119 2.202 2.010
H 31.987 0.448 3.068
H 32.336 2.000 3.791
H 30.179 1.957 4.792
H 30.198 0.258 4.422
H 28.576 2.442 3.220
H 28.481 0.754 2.808
H 31.157 3.286 2.122
H 31.753 2.236 1.125
C 16.424 6.073 1.645
C 17.840 5.552 1.427
C 18.709 6.809 1.427
O 17.904 7.941 1.412
C 16.610 7.605 1.904
H 15.873 5.614 2.466
H 15.865 5.902 0.725
H 17.938 5.027 0.478
H 18.074 4.846 2.224
H 19.436 6.912 0.621
H 19.367 6.860 2.294
H 15.876 8.129 1.292
H 16.394 7.939 2.918
C 26.443 15.085 1.311
C 27.308 14.450 2.484
C 26.291 13.419 2.980
O 25.090 14.203 2.980
C 25.014 14.976 1.736
H 26.568 14.495 0.403
H 26.705 16.118 1.082
H 27.362 15.263 3.209
H 28.273 14.101 2.118
H 26.621 12.858 3.855
H 26.158 12.656 2.213
H 24.661 15.992 1.911
H 24.295 14.425 1.130
```

energy relative to the best compared isomer or geometry (same formula, charge and spin): 2.314 eV
gap between HOMO and LUMO: 9.53 eV
total charge: 0
E: -95109.37178 eV
HOMO energy: -9.525 eV
SMILES: O=S1(=O)OCCO1.O=S1(=O)OCCO1.O=S1(=O)OCCO1.C1CCOC1.C1CCOC1.C1CCOC1.C1CCOC1.C1CCOC1

=====

5.
The following is a quantum chemistry calculation of a structure of composition C26H53As2N4O3PS2Zr, from OMol25.

```
92
Properties=species:S:1:pos:R:3
Zr -0.169 1.004 1.074
C 3.849 0.378 0.526
As 2.367 1.446 -0.123
C 2.411 1.183 -2.044
C 2.899 3.278 0.118
C 4.241 3.644 0.080
C 4.592 4.980 0.226
C 3.612 5.946 0.407
C 2.270 5.586 0.440
C 1.911 4.249 0.298
As 0.056 3.730 0.266
C -0.599 4.288 -1.465
C -0.843 4.883 1.531
H 4.600 0.304 -0.261
H 3.505 -0.620 0.790
H 4.293 0.851 1.399
H 3.368 1.560 -2.403
H 1.606 1.730 -2.533
H 2.327 0.123 -2.273
H 5.020 2.905 -0.065
H 5.635 5.267 0.197
H 3.891 6.985 0.521
H 1.520 6.356 0.576
H -0.361 5.346 -1.579
H -1.678 4.149 -1.517
H -0.115 3.725 -2.259
H -0.774 5.912 1.182
H -0.379 4.802 2.512
H -1.893 4.600 1.588
C 0.117 0.958 6.639
O 0.292 0.819 5.167
P -0.603 1.521 4.103
O 0.587 1.976 2.943
C 1.998 2.117 3.393
O -0.869 0.199 3.012
C -1.816 -0.857 3.406
H 1.051 0.611 7.064
H -0.707 0.323 6.948
H -0.065 1.999 6.887
H 2.476 1.142 3.367
H 2.000 2.501 4.408
H 2.456 2.834 2.719
H -1.286 -1.801 3.341
H -2.671 -0.824 2.737
H -2.137 -0.679 4.431
S -2.375 1.719 0.184
C -3.735 0.590 0.397
N -4.872 1.117 0.782
C -6.143 0.356 0.838
C -6.058 -0.818 -0.119
C -4.792 -1.613 0.144
N -3.627 -0.695 0.122
H -4.900 2.114 0.947
H -6.940 1.044 0.564
H -6.309 0.034 1.866
H -6.070 -0.462 -1.151
H -6.926 -1.461 0.016
H -4.624 -2.365 -0.624
H -4.826 -2.114 1.112
H -2.746 -1.030 -0.240
C 2.068 -5.607 0.089
C 2.479 -5.854 -1.359
C 2.152 -4.717 -2.325
C 2.773 -3.372 -1.933
N 2.009 -2.662 -0.879
C 0.905 -1.980 -1.091
S 0.090 -1.371 0.370
N 0.413 -1.796 -2.298
C -0.839 -1.121 -2.672
C -2.008 -2.096 -2.752
C -1.797 -3.242 -3.747
C -1.453 -2.782 -5.159
H 2.156 -6.520 0.675
H 1.028 -5.273 0.166
H 2.718 -4.875 0.582
H 1.990 -6.757 -1.726
H 3.552 -6.056 -1.404
H 1.065 -4.605 -2.420
H 2.525 -4.970 -3.319
H 2.868 -2.692 -2.783
H 3.777 -3.511 -1.535
H 2.232 -2.886 0.081
H 0.855 -2.326 -3.042
H -0.660 -0.653 -3.639
H -1.020 -0.320 -1.954
H -2.891 -1.518 -3.041
H -2.194 -2.518 -1.755
H -2.712 -3.834 -3.771
H -1.026 -3.921 -3.369
H -2.194 -2.077 -5.540
H -1.432 -3.630 -5.840
H -0.472 -2.302 -5.227
```

energy relative to the best compared isomer or geometry (same formula, charge and spin): 0.000 eV
gap between HOMO and LUMO: 7.13 eV
total charge: +4
E: -193809.46059 eV
HOMO energy: -19.298 eV